[1]
Here is the molecule ClH2O2PS2 at a distorted geometry from OMol25. Energies are from ωB97M-V with the def2-TZVPD basis set.

Cartesian coordinates (Å):
O  -2.783  1.212  -0.055
O  -3.272  1.765  -2.474
P  -0.508  -0.574  -0.138
S  -0.682  0.644  -1.926
S  -2.676  0.941  -1.479
Cl  -3.462  -1.053  -1.828
H  0.135  0.335  0.549
H  0.774  -1.157  -0.261

- 2S+1 = 1
- frontier orbital gap (hartree) = 0.3434
- SMILES string = O=S(=O)(Cl)SP
- electronic energy (a.u.) = -1749.554721

=====

[2]
Here is ClH2OP as an isolated structure at a distorted geometry from OMol25. Energies are from ωB97M-V with the def2-TZVPD basis set.

Cartesian coordinates (Å):
O  -2.322  -0.256  -0.435
P  -1.103  -0.895  -0.009
Cl  2.602  0.095  -0.572
H  1.260  0.997  -0.164
H  -0.438  0.060  1.181

- 2S+1 = 1
- frontier orbital gap (hartree) = 0.3098
- electronic energy (a.u.) = -877.892833

=====

[3]
Here is the molecule ClH2OPS at a distorted geometry from OMol25. Energies are from ωB97M-V with the def2-TZVPD basis set.

Cartesian coordinates (Å):
O  0.191  1.162  -0.193
P  -0.951  0.133  -0.426
S  0.400  -1.818  0.424
Cl  -1.993  0.430  1.233
H  0.590  1.590  -1.040
H  1.762  -1.496  0.002

- 2S+1 = 1
- frontier orbital gap (hartree) = 0.3239
- SMILES string = OP(S)Cl
- electronic energy (a.u.) = -1276.182438

=====

[4]
Here is ClH3N3P3 as an isolated structure at a distorted geometry from OMol25. Energies are from ωB97M-V with the def2-TZVPD basis set.

Cartesian coordinates (Å):
N  -1.340  1.388  0.346
N  1.366  0.721  -0.566
N  -0.238  -0.897  0.770
P  0.780  2.152  -0.092
P  1.239  -0.884  0.230
P  -1.428  -0.087  -0.354
Cl  -3.240  -0.735  0.129
H  2.221  0.628  -1.128
H  -0.348  -0.734  1.768
H  0.989  -1.553  -1.104

- 2S+1 = 1
- frontier orbital gap (alpha / beta) (hartree) = 0.2392 / 0.2834
- electronic energy (a.u.) = -1650.244251